1.
Molecular formula: C48H60As2FMoN6O11PS
Method: DFT, wB97M-V/def2-TZVPD

Last column: Mulliken charge in e.
CARTESIAN COORDINATES (ANGSTROEM)
1 Mo 2.4993 -0.9275 0.4249  -0.73
2 C -0.1159 6.2301 -2.6555  -1.01
3 C -0.2439 6.1904 -1.1428  -1.05
4 N -0.5222 4.8197 -0.6364  0.18
5 C 0.5025 4.0538 -0.2905  -0.06
6 C 0.3877 2.7738 0.2179  -0.76
7 C 1.6703 2.0839 0.4145  0.50
8 O 2.7171 2.6764 0.3963  -0.70
9 O 1.5918 0.7283 0.5806  1.53
10 C -0.9145 2.2253 0.4472  0.16
11 O -1.1348 1.1848 1.1018  -0.96
12 C -2.0213 2.9964 -0.1313  0.68
13 C -3.3059 2.4486 -0.1943  -0.42
14 C -4.3454 3.1836 -0.6884  0.51
15 F -5.5675 2.6314 -0.7202  -0.34
16 C -4.1872 4.5110 -1.1268  -1.70
17 C -2.9075 5.0356 -1.0935  -0.89
18 C -1.8214 4.2949 -0.6146  -0.04
19 N -5.2492 5.3135 -1.6095  0.32
20 C -6.4401 4.6989 -2.1955  -0.61
21 C -7.1091 5.6878 -3.1329  -1.00
22 N -7.4781 6.9310 -2.3607  -0.15
23 C -6.2505 7.5476 -1.7386  -0.73
24 C -5.5774 6.5191 -0.8483  -0.55
25 H 0.0683 7.2553 -2.9767  0.40
26 H -1.0193 5.8721 -3.1516  0.31
27 H 0.7261 5.6209 -2.9887  0.35
28 H -1.0276 6.8494 -0.7805  0.50
29 H 0.6788 6.5148 -0.6701  0.50
30 H 1.4892 4.4828 -0.4133  0.80
31 H -3.4798 1.4394 0.1542  0.62
32 H -2.7631 6.0337 -1.4858  0.73
33 H -7.1567 4.3721 -1.4312  0.45
34 H -6.1602 3.8290 -2.7824  0.48
35 H -8.0127 5.2706 -3.5703  0.45
36 H -6.4326 5.9960 -3.9260  0.37
37 H -8.1426 6.6854 -1.6237  0.39
38 H -7.9501 7.6039 -2.9669  0.36
39 H -6.5506 8.4253 -1.1713  0.41
40 H -5.6009 7.8514 -2.5561  0.36
41 H -6.2416 6.2769 -0.0045  0.23
42 H -4.6778 6.9646 -0.4330  0.46
43 O 4.4152 0.6913 1.0015  -0.61
44 As 5.0046 0.3708 -0.6415  1.42
45 O 5.3701 1.6734 -1.5055  -0.67
46 O 3.3964 -0.3268 -1.0863  -0.54
47 C 6.3332 -0.9962 -0.4851  0.08
48 C 7.3102 -0.8827 -1.4558  -0.87
49 C 8.3682 -1.7918 -1.4836  -0.72
50 C 8.4465 -2.8092 -0.5547  -0.71
51 C 7.4795 -2.9330 0.4430  -0.59
52 C 6.4435 -2.0204 0.4925  0.05
53 S 5.2022 -2.2900 1.6957  1.85
54 O 5.2233 -3.6057 2.2324  -0.65
55 O 5.1639 -1.2342 2.6718  -0.81
56 O 3.9593 -2.1067 0.7325  -0.63
57 H 4.1200 1.6291 0.9949  0.41
58 H 7.2515 -0.0847 -2.1838  0.55
59 H 9.1300 -1.6974 -2.2476  0.45
60 H 9.2571 -3.5239 -0.6017  0.46
61 H 7.5310 -3.7281 1.1757  0.58
62 N -0.1656 1.0168 3.8558  0.04
63 C 0.4189 -0.3147 4.2503  -0.22
64 P 2.1447 -0.3210 3.6164  1.00
65 O 2.5247 1.1094 3.4230  -1.15
66 O 2.1082 -1.2600 2.3973  0.20
67 C 3.2522 -0.9808 4.9156  -1.13
68 N 4.4812 -0.1186 4.9319  -0.10
69 H -0.4752 1.0555 2.8600  -0.37
70 H 0.5687 1.7315 3.9391  0.53
71 H -0.9616 1.2683 4.4403  0.50
72 H -0.1627 -1.1236 3.8083  -0.48
73 H 0.3938 -0.4007 5.3351  0.80
74 H 3.5556 -2.0050 4.7108  0.38
75 H 2.7513 -0.9314 5.8806  0.63
76 H 4.2204 0.8638 4.7876  0.35
77 H 5.0573 -0.3831 4.1206  0.36
78 H 5.0219 -0.2233 5.7907  0.44
79 C -1.9863 -4.9495 5.2856  -1.61
80 C -1.4347 -4.2381 4.0804  0.41
81 C -2.1672 -3.2470 3.4273  -1.03
82 C -1.6943 -2.6113 2.2914  0.16
83 C -2.5608 -1.5535 1.6359  -1.13
84 C -0.4352 -2.9924 1.7859  0.90
85 As 0.0606 -1.8963 0.2879  1.65
86 N 1.7127 -2.3619 -0.4690  2.56
87 C 2.0182 -3.3018 -1.4879  -0.06
88 C 2.9240 -2.9982 -2.5033  -0.80
89 C 3.1628 -3.9372 -3.4916  -0.96
90 C 2.5403 -5.1796 -3.4459  -0.75
91 C 1.6530 -5.4813 -2.4152  -1.20
92 C 1.3764 -4.5397 -1.4450  0.28
93 C -1.0043 -2.1974 -1.3079  0.67
94 C -0.8637 -1.1941 -2.2786  0.06
95 C -0.0819 0.0756 -2.0468  -1.43
96 C -1.4738 -1.3710 -3.5108  -0.82
97 C -2.2035 -2.5157 -3.8090  0.38
98 C -2.8530 -2.7095 -5.1528  -1.62
99 C -2.3153 -3.4863 -2.8227  -0.88
100 C -1.7318 -3.3747 -1.5645  1.49
101 C -1.9812 -4.5409 -0.6321  -1.79
102 C 0.3516 -3.9614 2.4345  1.39
103 C 1.7142 -4.4557 2.0060  -1.63
104 C -0.1861 -4.5668 3.5675  -0.99
105 H -2.8587 -4.4394 5.6908  0.43
106 H -1.2350 -5.0410 6.0712  0.41
107 H -2.2901 -5.9636 5.0147  0.32
108 H -3.1475 -2.9757 3.8079  0.45
109 H -3.4265 -1.3388 2.2594  0.64
110 H -2.9281 -1.8831 0.6648  0.27
111 H -2.0230 -0.6116 1.4736  -0.46
112 H 3.4083 -2.0373 -2.5407  0.56
113 H 3.8423 -3.7001 -4.2992  0.51
114 H 2.7434 -5.9140 -4.2150  0.48
115 H 1.1739 -6.4514 -2.3717  0.51
116 H 0.6760 -4.7641 -0.6494  0.50
117 H -0.2975 0.4976 -1.0618  -0.44
118 H -0.3395 0.8213 -2.7972  0.74
119 H 0.9937 -0.0894 -2.1247  0.06
120 H -1.3650 -0.5976 -4.2644  0.42
121 H -2.7344 -1.8328 -5.7871  0.38
122 H -3.9188 -2.9156 -5.0411  0.38
123 H -2.4142 -3.5655 -5.6693  0.35
124 H -2.8780 -4.3903 -3.0366  0.55
125 H -2.0024 -5.4638 -1.2093  0.56
126 H -2.9592 -4.4464 -0.1548  0.45
127 H -1.2463 -4.6525 0.1514  0.13
128 H 2.0269 -4.1075 1.0330  -0.16
129 H 1.7189 -5.5463 1.9754  0.62
130 H 2.4798 -4.1602 2.7230  0.41
131 H 0.3965 -5.3444 4.0546  0.56

Its max |F| is 1.37 eV/Å. The total charge is +4. The value obtained for the calculated total energy is -228557.72537 eV. The HOMO energy is -16.6470 eV.

***

2.
Molecular formula: C48H60N3OOsP2Si3
Method: DFT, wB97M-V/def2-TZVPD

Last column: Mulliken spin population.
CARTESIAN COORDINATES (ANGSTROEM)
1 Os 0.6246 -0.0874 -0.4170  2.81
2 C -3.7878 -1.9766 -1.6630  0.01
3 Si -2.0825 -2.6800 -1.5072  0.03
4 C -1.1844 -2.4654 -3.1191  -0.03
5 C -2.1734 -4.5000 -1.1585  0.01
6 N -1.2159 -1.8330 -0.2904  0.20
7 P -0.9525 -1.7341 1.2525  0.10
8 C -0.1604 -0.1501 1.4285  0.30
9 P -1.1471 1.2818 1.1237  0.05
10 N -1.0880 1.2516 -0.4921  0.08
11 Si -1.8517 2.2903 -1.6787  0.01
12 C -3.5516 2.7990 -1.1478  0.00
13 C -1.9823 1.3661 -3.2840  0.00
14 C -0.8856 3.8445 -1.9917  0.00
15 C -2.7621 1.3088 1.8665  0.01
16 C -3.7648 0.5426 1.2653  0.00
17 C -5.0171 0.4658 1.8467  0.00
18 C -5.2716 1.1551 3.0298  0.00
19 C -4.2733 1.9105 3.6386  0.00
20 C -3.0130 1.9867 3.0621  -0.02
21 C -0.2722 2.7359 1.7487  -0.02
22 C -0.8909 3.9894 1.6756  0.00
23 C -0.1846 5.1382 2.0034  0.00
24 C 1.1420 5.0457 2.4180  0.00
25 C 1.7631 3.8056 2.4943  0.00
26 C 1.0620 2.6529 2.1538  0.03
27 C 0.2168 -3.0066 1.8185  0.01
28 C 0.5079 -3.1684 3.1743  -0.01
29 C 1.4091 -4.1382 3.5887  0.00
30 C 2.0276 -4.9611 2.6519  0.00
31 C 1.7347 -4.8190 1.3025  0.00
32 C 0.8265 -3.8491 0.8891  -0.01
33 C -2.3284 -1.9407 2.3833  -0.01
34 C -2.3025 -1.3286 3.6368  0.04
35 C -3.3337 -1.5500 4.5389  0.01
36 C -4.3916 -2.3838 4.1902  0.00
37 C -4.4207 -2.9938 2.9399  0.00
38 C -3.3884 -2.7743 2.0361  -0.01
39 H -4.2754 -2.3518 -2.5749  0.00
40 H -4.4263 -2.2444 -0.8078  0.00
41 H -3.7435 -0.8782 -1.7313  0.00
42 H -1.8849 -2.5387 -3.9666  0.00
43 H -0.6863 -1.4903 -3.1681  0.02
44 H -0.4212 -3.2477 -3.2501  0.00
45 H -2.9777 -4.9601 -1.7553  0.00
46 H -1.2283 -4.9864 -1.4379  0.00
47 H -2.3632 -4.7330 -0.1021  0.00
48 H -4.2442 1.9488 -1.0983  0.00
49 H -3.5720 3.3048 -0.1704  0.00
50 H -3.9332 3.5058 -1.8999  0.00
51 H -2.0301 0.2791 -3.1438  0.00
52 H -2.8939 1.6810 -3.8131  0.00
53 H -1.1308 1.5947 -3.9415  0.00
54 H -0.4462 4.2636 -1.0776  0.00
55 H -0.0723 3.6733 -2.7087  0.00
56 H -1.5584 4.6025 -2.4252  0.00
57 H -3.5529 0.0055 0.3416  0.01
58 H -5.7955 -0.1342 1.3834  0.00
59 H -6.2573 1.1031 3.4813  0.00
60 H -4.4772 2.4406 4.5641  0.00
61 H -2.2309 2.5600 3.5463  0.00
62 H -1.9304 4.0694 1.3631  0.00
63 H -0.6669 6.1078 1.9318  0.00
64 H 1.6888 5.9444 2.6892  0.00
65 H 2.7947 3.7316 2.8283  0.00
66 H 1.5504 1.6895 2.2067  -0.02
67 H 0.0300 -2.5347 3.9172  0.00
68 H 1.6298 -4.2552 4.6439  0.00
69 H 2.7273 -5.7237 2.9792  0.00
70 H 2.2054 -5.4667 0.5705  0.00
71 H 0.5672 -3.7569 -0.1556  -0.01
72 H -1.4901 -0.6550 3.8969  0.01
73 H -3.3140 -1.0722 5.5142  0.00
74 H -5.1984 -2.5573 4.8964  0.00
75 H -5.2488 -3.6406 2.6685  0.00
76 H -3.4163 -3.2435 1.0592  0.00
77 C 1.3088 0.6055 -4.7798  0.00
78 C 1.3935 1.0728 -3.3670  -0.03
79 O 0.9996 0.2835 -2.5027  0.06
80 C 1.9233 2.4162 -3.0520  0.03
81 C 2.1296 2.8271 -1.7334  -0.02
82 C 2.5732 4.1051 -1.4514  0.02
83 C 2.8154 4.9927 -2.4969  0.00
84 C 2.6303 4.5924 -3.8162  0.00
85 C 2.1914 3.3066 -4.0926  0.00
86 H 0.9234 -0.4089 -4.8035  0.00
87 H 2.2968 0.6381 -5.2427  0.00
88 H 0.6457 1.2608 -5.3505  0.00
89 H 1.9451 2.1521 -0.9201  0.13
90 H 2.7268 4.4119 -0.4180  0.00
91 H 3.1487 6.0044 -2.2820  0.00
92 H 2.8275 5.2823 -4.6301  0.00
93 H 2.0434 3.0065 -5.1264  0.00
94 C 4.7464 -2.0615 1.2544  0.01
95 Si 3.5167 -0.6866 1.3039  0.02
96 C 4.3387 0.9845 1.2536  0.01
97 C 2.6657 -0.8624 2.9451  0.00
98 N 2.4394 -0.8454 -0.1264  0.16
99 C 3.0346 -1.3392 -1.3621  -0.07
100 C 4.3037 -0.9378 -1.7866  0.02
101 C 4.8424 -1.3957 -2.9857  -0.01
102 C 4.1237 -2.2572 -3.8036  0.03
103 C 2.8532 -2.6524 -3.4063  0.00
104 C 2.3253 -2.2042 -2.2019  0.05
105 H 5.4150 -1.9707 2.1241  0.00
106 H 5.3650 -2.0945 0.3491  0.00
107 H 4.2047 -3.0139 1.3373  0.00
108 H 4.5448 1.3384 2.2760  0.00
109 H 3.7020 1.7239 0.7541  0.00
110 H 5.3004 0.9562 0.7173  0.00
111 H 2.7696 -1.9003 3.2876  0.00
112 H 1.6020 -0.6241 2.9302  0.00
113 H 3.1619 -0.2066 3.6806  0.00
114 H 4.8709 -0.2286 -1.1875  0.00
115 H 5.8343 -1.0678 -3.2815  0.00
116 H 4.5477 -2.6163 -4.7356  0.00
117 H 2.2701 -3.3234 -4.0321  0.00
118 H 1.3358 -2.5288 -1.9005  -0.02

As for the multiplicity: 5. The relative energy (zero: lowest compared OMol25 entry of this formula, charge and spin) is 45.2 kJ/mol. Its max |F| is 1.10 eV/Å. The total charge is +1. The value obtained for the calculated total energy is -101944.52299 eV. The HOMO energy (spin up / spin down) is -9.9202 / -10.5821 eV.

***

3.
Molecular formula: C48H62BN5O15PSi
Method: DFT, wB97M-V/def2-TZVPD

Last column: Mulliken charge in e.
CARTESIAN COORDINATES (ANGSTROEM)
1 C -1.7705 1.9128 -3.0118  -0.86
2 O -2.5759 1.1561 -2.1346  -0.58
3 B -3.7583 1.7216 -1.6917  2.43
4 O -4.6646 2.1479 -2.6636  -0.58
5 P -4.1819 1.6594 0.2908  3.01
6 C -4.4331 3.5979 0.5170  -1.61
7 C -4.6495 4.6355 -0.6087  0.25
8 C -6.0804 4.8789 -1.0618  -1.14
9 O -6.4559 4.2328 -2.2770  -0.63
10 C -6.0923 1.3968 -0.0593  -1.99
11 C -6.8143 0.2434 0.6180  -1.35
12 O -8.1138 0.6819 1.1128  -0.36
13 Si -9.0351 -0.3386 2.0147  0.50
14 C -8.4536 -2.1251 1.9716  -1.20
15 C -8.9711 0.2432 3.7966  -1.06
16 C -10.8132 -0.2806 1.4200  -1.23
17 C -2.2551 2.0192 0.5831  -2.86
18 O -1.3688 0.8778 0.5438  -0.13
19 C -0.0507 1.0550 0.8489  -0.50
20 O 0.7346 0.8589 -0.3293  -0.29
21 C 1.9813 0.2618 -0.1040  -0.68
22 C 3.0589 1.1279 0.5092  -0.07
23 O 3.0805 1.1292 1.9376  -0.59
24 C -4.4356 1.5297 2.2552  1.43
25 C -3.4062 1.1416 3.1289  -0.78
26 C -3.5576 1.0985 4.5132  -1.12
27 C -4.7676 1.4584 5.0954  -0.94
28 C -5.7982 1.8832 4.2658  -1.13
29 C -5.6294 1.9135 2.8820  0.03
30 C -3.9548 -0.3091 0.0952  0.96
31 C -3.2873 -1.1860 0.9493  -0.75
32 C -3.2044 -2.5432 0.6591  -0.87
33 C -3.8127 -3.0169 -0.4980  -0.71
34 N -4.4808 -2.2269 -1.3314  -0.92
35 C -4.5287 -0.9269 -1.0235  -0.13
36 H -0.7411 1.5858 -2.8932  0.14
37 H -2.0508 1.7469 -4.0544  0.30
38 H -1.8182 2.9826 -2.7978  0.24
39 H -4.4918 2.9656 -3.1349  0.32
40 H -5.2736 3.7812 1.1878  0.47
41 H -3.5954 3.9773 1.1077  0.52
42 H -4.4183 5.5914 -0.1138  0.11
43 H -3.9586 4.6354 -1.4578  0.15
44 H -6.7428 4.5887 -0.2441  0.22
45 H -6.2439 5.9466 -1.2137  0.52
46 H -7.0661 3.5217 -2.0759  0.37
47 H -6.6617 2.2887 0.2037  0.77
48 H -6.2639 1.2788 -1.1271  0.63
49 H -6.2476 -0.1911 1.4424  0.40
50 H -7.0127 -0.5516 -0.0997  0.76
51 H -7.8341 -2.3499 2.8374  0.29
52 H -7.8769 -2.3849 1.0861  0.36
53 H -9.3194 -2.7867 1.9937  0.41
54 H -8.1044 -0.1750 4.3011  0.26
55 H -9.8897 -0.0171 4.3188  0.47
56 H -8.8564 1.3255 3.7858  0.19
57 H -11.0002 0.5975 0.8061  0.30
58 H -11.4681 -0.2397 2.2891  0.32
59 H -11.0667 -1.1660 0.8415  0.34
60 H -2.0726 2.5661 1.5117  1.00
61 H -1.9584 2.7302 -0.1988  0.32
62 H 0.2413 0.2755 1.5698  0.35
63 H 0.1681 2.0425 1.2713  0.35
64 H 1.8787 -0.6545 0.4965  0.49
65 H 2.3372 -0.0461 -1.0873  0.36
66 H 4.0309 0.7720 0.1635  0.18
67 H 2.9297 2.1484 0.1634  0.10
68 H 2.4033 0.5246 2.2505  0.36
69 H -2.4377 0.8758 2.7375  0.08
70 H -2.7306 0.7780 5.1320  0.45
71 H -4.9133 1.4361 6.1658  0.37
72 H -6.7407 2.1877 4.6979  0.45
73 H -6.4623 2.2687 2.2939  0.37
74 H -2.7843 -0.8249 1.8264  0.26
75 H -2.6686 -3.2149 1.3147  0.42
76 H -3.7532 -4.0678 -0.7511  0.38
77 H -5.1060 -0.3394 -1.7287  0.36
78 C 5.4600 -0.5462 -5.4582  -0.63
79 C 5.8336 0.1956 -4.3469  -0.45
80 C 4.9244 1.0460 -3.7398  -0.20
81 C 3.6509 1.1296 -4.2631  0.04
82 C 3.2532 0.4055 -5.3723  -0.44
83 C 4.1726 -0.4376 -5.9726  -0.45
84 N 2.6699 2.0087 -3.6016  1.10
85 O 3.0486 2.6422 -2.6358  -0.58
86 O 1.5453 2.0364 -4.0490  -0.60
87 H 6.1717 -1.2149 -5.9244  0.40
88 H 6.8338 0.1126 -3.9447  0.51
89 H 5.2067 1.6229 -2.8728  0.43
90 H 2.2468 0.4987 -5.7508  0.48
91 H 3.8817 -1.0155 -6.8389  0.38
92 C 8.5279 -5.1556 -1.1961  -0.15
93 C 7.1575 -4.9438 -1.2883  -0.76
94 C 6.6493 -3.6580 -1.3746  -0.22
95 C 7.5372 -2.5987 -1.3698  0.05
96 C 8.9044 -2.7775 -1.2753  -0.44
97 C 9.3957 -4.0698 -1.1874  -0.37
98 N 7.0041 -1.2308 -1.4787  1.04
99 O 5.8008 -1.0988 -1.5436  -0.52
100 O 7.7999 -0.3106 -1.5097  -0.63
101 H 8.9168 -6.1649 -1.1308  0.30
102 H 6.4791 -5.7859 -1.2940  0.38
103 H 5.5874 -3.4782 -1.4453  0.50
104 H 9.5658 -1.9247 -1.2714  0.46
105 H 10.4625 -4.2326 -1.1158  0.40
106 C 12.6593 -10.3646 2.2668  -0.43
107 C 13.4193 -9.5461 1.4414  -0.41
108 C 12.8048 -8.7824 0.4629  -0.38
109 C 11.4307 -8.8573 0.3373  0.21
110 C 10.6525 -9.6674 1.1421  -0.38
111 C 11.2803 -10.4273 2.1152  -0.43
112 N 10.7696 -8.0337 -0.6878  1.07
113 O 11.4654 -7.3376 -1.3972  -0.60
114 O 9.5564 -8.0883 -0.7612  -0.67
115 H 13.1437 -10.9554 3.0324  0.38
116 H 14.4926 -9.4995 1.5605  0.37
117 H 13.3783 -8.1406 -0.1880  0.44
118 H 9.5820 -9.7007 1.0111  0.45
119 H 10.6908 -11.0665 2.7572  0.37
120 C 1.2399 5.7231 0.1944  -0.48
121 C 1.2823 6.5078 1.3392  -0.43
122 C 0.1226 7.0788 1.8329  -0.47
123 C -1.0623 6.8452 1.1611  -0.05
124 C -1.1310 6.0651 0.0227  -0.05
125 C 0.0383 5.5002 -0.4610  -0.37
126 N -2.2973 7.4505 1.6858  1.02
127 O -2.2056 8.1490 2.6765  -0.64
128 O -3.3342 7.2324 1.0939  -0.60
129 H 2.1409 5.2788 -0.1930  0.46
130 H 2.2214 6.6745 1.8495  0.38
131 H 0.1341 7.6949 2.7190  0.46
132 H -2.0764 5.9020 -0.4710  0.33
133 H 0.0155 4.8820 -1.3477  0.38

The relative energy (zero: lowest compared OMol25 entry of this formula, charge and spin) is 0.0 kJ/mol. Its max |F| is 1.13 eV/Å. The total charge is -1. The value obtained for the calculated total energy is -106776.67087 eV. The HOMO energy is -3.7613 eV.

***

Q: The highest max |F| belongs to which entry?
A: C48H60As2FMoN6O11PS

***

Q: Among the records above, which one has the highest max |F|?
A: C48H60As2FMoN6O11PS

***

Q: Which value of max |F| does entry 1 give?
A: 1.37 eV/Å

***

Q: The lowest max |F| belongs to which entry?
A: C48H60N3OOsP2Si3